P | The following is a DFT calculation (ωB97M-V with the def2-TZVPD basis set) of an isolated ion of composition C3H10N3S and charge +1.

Lowest unoccupied orbital energy: -3.404 eV
Molecular weight: 120.20 g mol⁻¹
Gap between HOMO and LUMO: 9.953 eV

Structure (ORCA input):
```
! RIJCOSX wB97M-V def2-TZVPD def2/J DEFGRID3
* xyz 1 1
C -0.632 -1.374 1.190
C 1.310 -0.822 -0.276
C 0.307 1.894 -1.317
N 0.764 -0.762 0.980
N -1.594 -0.479 0.641
N -1.520 -0.256 -0.690
S -0.072 0.071 -1.591
H -0.710 -2.262 0.680
H -0.674 -1.540 2.256
H 2.079 -0.081 -0.551
H 1.391 -1.815 -0.686
H 0.506 1.951 -0.159
H -0.492 2.517 -1.636
H 1.230 2.249 -1.839
H 0.743 0.211 1.369
H -1.765 0.358 1.192
H -2.100 -1.014 -1.124
*
```

=====

Q | The following is a DFT calculation (ωB97M-V with the def2-TZVPD basis set) of C3H10N3S as an isolated structure.

Lowest unoccupied orbital energy (alpha / beta): -3.620 / -3.622 eV
Molecular weight: 120.20 g mol⁻¹
Gap between HOMO and LUMO (alpha / beta): 8.853 / 8.852 eV

Structure (ORCA input):
```
! RIJCOSX wB97M-V def2-TZVPD def2/J DEFGRID3
* xyz 1 1
C -2.135 0.342 -0.076
C 0.977 -2.337 0.199
C 0.388 0.358 0.135
N 2.522 1.812 -0.549
N 1.402 2.022 -0.212
N -0.795 0.857 -0.506
S 1.036 -0.913 -0.897
H -2.127 0.343 1.078
H -2.895 1.013 -0.526
H -2.325 -0.600 -0.634
H 1.147 -1.936 1.224
H 1.846 -3.071 -0.050
H 0.079 -2.859 0.293
H 0.488 0.349 1.283
H 3.244 2.573 -0.582
H -0.638 0.502 -1.438
H -0.847 1.850 -0.321
*
```

=====

P takes first place; second place is 106.4 kJ/mol up.

=====

P | The following is a DFT calculation (ωB97M-V with the def2-TZVPD basis set) of a 2-piece molecular cluster, C3H10N3S overall.

Lowest unoccupied orbital energy (alpha / beta): -4.059 / -4.059 eV
Molecular weight: 120.20 g mol⁻¹
Gap between HOMO and LUMO (alpha / beta): 8.488 / 8.487 eV

Structure (ORCA input):
```
! RIJCOSX wB97M-V def2-TZVPD def2/J DEFGRID3
* xyz 1 1
C 1.533 1.239 -0.815
C -3.497 0.484 0.676
C 0.617 -0.987 -0.732
N 1.082 0.097 1.301
N 0.280 -2.142 -0.113
N 1.086 0.042 -0.126
S -2.288 -0.256 -0.111
H 1.176 2.208 -0.493
H 1.186 1.238 -1.870
H 2.644 1.311 -0.641
H -3.568 0.355 1.705
H 0.139 0.120 1.740
H -4.267 1.141 0.044
H 0.682 -1.004 -1.843
H 1.647 0.882 1.464
H -0.300 -2.704 -0.742
H 0.315 -2.324 0.899
*
```

=====

Q | The following is a DFT calculation (ωB97M-V with the def2-TZVPD basis set) of a 2-piece molecular cluster, C3H10N3S overall.

Lowest unoccupied orbital energy (alpha / beta): -5.058 / -5.060 eV
Molecular weight: 120.20 g mol⁻¹
Gap between HOMO and LUMO (alpha / beta): 8.173 / 8.171 eV

Structure (ORCA input):
```
! RIJCOSX wB97M-V def2-TZVPD def2/J DEFGRID3
* xyz 1 1
C -0.386 -0.298 -0.067
C -2.430 -1.143 0.170
C 2.013 -1.157 -0.608
N 1.849 1.933 0.583
N -1.629 0.106 -0.080
N -2.026 1.228 -0.482
S 0.932 -0.678 0.738
H -3.003 -1.522 -0.718
H -1.684 -1.822 0.491
H -3.206 -0.974 0.992
H 2.457 -2.152 -0.535
H 2.840 -0.521 -0.732
H 1.359 -1.066 -1.426
H 1.409 2.714 0.208
H 2.808 1.913 0.552
H -2.959 1.308 -0.629
H 1.657 2.132 1.542
*
```

=====

P takes first place; second place is 301.8 kJ/mol up.

=====

P | The following is a DFT calculation (ωB97M-V with the def2-TZVPD basis set) of CH2N4O as an isolated structure.

Lowest unoccupied orbital energy: 0.350 eV
Molecular weight: 86.05 g mol⁻¹
Gap between HOMO and LUMO: 10.051 eV

Structure (ORCA input):
```
! RIJCOSX wB97M-V def2-TZVPD def2/J DEFGRID3
* xyz 0 1
C -1.515 1.334 -0.126
N 0.544 0.017 -0.044
N -0.825 0.093 -0.133
N 0.400 -1.287 -0.191
N -0.912 -1.312 -0.278
O -2.663 1.514 -0.350
H -0.759 2.082 0.161
H 1.067 -2.039 -0.266
*
```

=====

Q | The following is a DFT calculation (ωB97M-V with the def2-TZVPD basis set) of the molecule CH2N4O.

Lowest unoccupied orbital energy: -0.632 eV
Molecular weight: 86.05 g mol⁻¹
Gap between HOMO and LUMO: 8.225 eV

Structure (ORCA input):
```
! RIJCOSX wB97M-V def2-TZVPD def2/J DEFGRID3
* xyz 0 1
N 1.542 0.086 -0.188
C 0.268 -0.001 -0.385
N -0.759 -0.118 -1.254
O -1.883 -0.142 -0.411
N -1.588 -0.046 0.862
N -0.323 0.041 0.876
H 2.185 0.058 -0.952
H 0.559 0.123 1.451
*
```

=====

R | The following is a DFT calculation (ωB97M-V with the def2-TZVPD basis set) of the molecule CH2N4O.

Lowest unoccupied orbital energy: -0.324 eV
Molecular weight: 86.05 g mol⁻¹
Gap between HOMO and LUMO: 9.528 eV

Structure (ORCA input):
```
! RIJCOSX wB97M-V def2-TZVPD def2/J DEFGRID3
* xyz 0 1
C 0.672 -0.294 -0.086
H 2.433 0.599 0.091
H -1.951 0.976 0.416
N 1.947 -0.364 -0.078
N -0.248 -1.332 -0.059
N -1.435 -0.924 -0.035
N -1.379 0.420 -0.182
O -0.038 0.919 -0.067
*
```

=====

R takes first place; second place is 93.7 kJ/mol up.

=====

P | The following is a DFT calculation (ωB97M-V with the def2-TZVPD basis set) of a 15-piece molecular cluster, C4H28BO22 overall.

Lowest unoccupied orbital energy: 1.846 eV
Molecular weight: 439.06 g mol⁻¹
Gap between HOMO and LUMO: 9.790 eV

Structure (ORCA input):
```
! RIJCOSX wB97M-V def2-TZVPD def2/J DEFGRID3
* xyz -1 1
O -2.662 -1.773 -0.616
C -1.806 -0.939 -0.369
O -0.673 -1.242 0.269
B 0.168 -0.064 0.437
O -0.614 1.040 -0.227
C -1.803 0.605 -0.681
O -2.671 1.245 -1.239
O 1.442 -0.132 -0.260
C 2.362 0.291 0.588
O 3.511 0.526 0.223
C 1.757 0.496 1.985
O 0.435 0.292 1.837
O 2.408 0.727 2.992
O -1.266 -3.193 2.466
H -2.162 -2.859 2.431
H -0.928 -3.065 1.579
O -3.692 -4.047 -2.175
H -3.941 -4.723 -1.545
H -3.816 -3.222 -1.705
O -5.034 -3.123 0.087
H -5.560 -3.566 0.752
H -4.437 -2.565 0.586
O 1.984 0.068 -3.059
H 2.624 0.698 -3.389
H 2.009 0.176 -2.108
O 0.705 3.362 -1.125
H 0.308 2.584 -0.732
H 0.105 3.608 -1.828
O -3.109 0.624 -3.826
H -2.849 1.307 -4.444
H -2.927 0.998 -2.964
O -3.723 3.835 -2.058
H -2.906 3.656 -1.592
H -3.513 4.568 -2.636
O 2.910 -3.154 -0.172
H 2.190 -2.624 -0.514
H 3.651 -2.948 -0.743
O 3.272 2.937 -1.938
H 3.706 3.031 -1.090
H 2.345 3.088 -1.751
O -4.142 3.569 1.195
H -3.665 3.251 0.428
H -4.610 4.344 0.882
O 0.468 0.521 5.230
H 0.860 1.381 5.379
H 0.717 0.295 4.333
O 1.064 -2.258 -2.362
H 0.782 -2.603 -3.209
H 1.253 -1.335 -2.529
O 4.785 -0.764 4.416
H 4.214 -1.377 4.879
H 4.605 0.084 4.822
O 5.599 -0.759 1.594
H 5.298 -0.553 2.479
H 4.970 -0.324 1.019
*
```

=====

Q | The following is a DFT calculation (ωB97M-V with the def2-TZVPD basis set) of a 15-piece molecular cluster, C4H28BO22 overall.

Lowest unoccupied orbital energy: 1.730 eV
Molecular weight: 439.06 g mol⁻¹
Gap between HOMO and LUMO: 9.339 eV

Structure (ORCA input):
```
! RIJCOSX wB97M-V def2-TZVPD def2/J DEFGRID3
* xyz -1 1
O -0.880 -1.220 -3.580
C -0.397 -0.500 -2.685
O -0.897 -0.275 -1.492
B -0.064 0.774 -0.879
O 1.038 1.120 -1.826
C 0.871 0.364 -2.846
O 1.576 0.390 -3.855
O 0.513 0.192 0.383
C 0.308 0.992 1.406
O 0.687 0.950 2.555
C -0.649 2.163 0.947
O -0.785 2.031 -0.428
O -0.932 3.122 1.682
O -4.206 -4.754 -1.894
H -4.075 -4.136 -2.614
H -4.958 -5.281 -2.165
O -3.047 3.317 5.891
H -2.442 3.870 5.395
H -3.818 3.867 6.028
O 4.863 0.647 4.763
H 5.189 1.243 4.089
H 4.680 1.211 5.514
O -1.428 0.693 -8.320
H -1.985 -0.076 -8.201
H -0.545 0.384 -8.116
O 2.056 -4.244 0.253
H 1.440 -4.613 -0.379
H 1.503 -3.821 0.909
O -0.025 6.743 -0.092
H -0.354 6.018 0.440
H 0.612 6.339 -0.680
O -5.224 -4.027 -5.538
H -4.604 -3.377 -5.871
H -5.453 -4.555 -6.303
O 1.419 3.369 6.417
H 1.579 2.592 5.881
H 1.407 3.043 7.316
O 3.137 5.316 3.506
H 2.454 4.939 4.061
H 3.918 5.322 4.059
O 0.213 -5.109 -5.526
H 0.106 -4.220 -5.189
H -0.519 -5.598 -5.150
O -5.278 -0.581 -1.290
H -4.492 -0.074 -1.086
H -5.082 -1.464 -0.975
O 5.922 -0.926 -5.884
H 5.138 -0.705 -5.381
H 6.094 -0.147 -6.413
O 2.179 -1.520 7.232
H 2.528 -0.935 6.560
H 1.257 -1.276 7.308
O 0.184 -2.657 3.990
H -0.625 -3.126 3.786
H -0.107 -1.794 4.284
*
```

=====

P takes first place; second place is 167.6 kJ/mol up.

=====

P | The following is a DFT calculation (ωB97M-V with the def2-TZVPD basis set) of the molecule C5H6O.

Lowest unoccupied orbital energy: 1.107 eV
Molecular weight: 82.10 g mol⁻¹
Gap between HOMO and LUMO: 11.160 eV

Structure (ORCA input):
```
! RIJCOSX wB97M-V def2-TZVPD def2/J DEFGRID3
* xyz 0 1
C 0.895 -1.234 0.235
C 1.014 0.058 -0.510
O 0.162 0.079 -1.609
C -0.076 1.040 -0.514
C -1.267 0.916 0.359
C -2.269 0.809 1.025
H -0.154 -1.538 0.319
H 1.335 -1.152 1.226
H 1.434 -2.001 -0.333
H 2.017 0.455 -0.632
H 0.082 1.853 -1.168
H -3.174 0.716 1.602
*
```

=====

Q | The following is a DFT calculation (ωB97M-V with the def2-TZVPD basis set) of C5H6O as an isolated structure.

Lowest unoccupied orbital energy: 1.145 eV
Molecular weight: 82.10 g mol⁻¹
Gap between HOMO and LUMO: 10.536 eV

Structure (ORCA input):
```
! RIJCOSX wB97M-V def2-TZVPD def2/J DEFGRID3
* xyz 0 1
C -0.961 0.373 0.552
C -0.541 -0.927 -0.232
O -0.550 -0.148 -1.453
C -0.076 0.900 -0.585
C 1.257 0.339 -0.040
C 0.927 -0.934 0.186
H -2.027 0.634 0.466
H -0.334 0.547 1.445
H -1.089 -1.870 -0.324
H -0.163 1.915 -0.973
H 2.136 0.905 0.232
H 1.420 -1.734 0.725
*
```

=====

Q takes first place; second place is 44.2 kJ/mol up.

=====

P | The following is a DFT calculation (ωB97M-V with the def2-TZVPD basis set) of the molecule C5H6O.

Lowest unoccupied orbital energy (alpha / beta): -0.644 / -0.661 eV
Molecular weight: 82.10 g mol⁻¹
Gap between HOMO and LUMO (alpha / beta): 7.894 / 8.175 eV

Structure (ORCA input):
```
! RIJCOSX wB97M-V def2-TZVPD def2/J DEFGRID3
* xyz 0 1
O 1.297 1.163 -0.552
C 0.471 0.665 0.465
C 0.383 -0.925 0.355
C -0.639 -0.976 -0.775
C -1.500 0.040 -0.566
C -1.049 0.943 0.316
H 0.901 1.043 1.399
H 0.001 -1.345 1.291
H 1.348 -1.395 0.127
H 0.940 0.801 -1.378
H -0.510 -1.553 -1.688
H -1.643 1.539 1.006
*
```

=====

Q | The following is a DFT calculation (ωB97M-V with the def2-TZVPD basis set) of the molecule C5H6O.

Lowest unoccupied orbital energy: -0.696 eV
Molecular weight: 82.10 g mol⁻¹
Gap between HOMO and LUMO: 7.765 eV

Structure (ORCA input):
```
! RIJCOSX wB97M-V def2-TZVPD def2/J DEFGRID3
* xyz 0 1
C 1.130 1.824 -1.411
C 0.768 1.090 -0.303
C 0.640 0.103 0.518
C -0.443 -0.573 1.177
O -1.058 -0.063 2.103
C -0.710 -1.991 0.707
H 1.328 1.351 -2.373
H -0.132 1.829 -0.435
H 1.135 2.909 -1.378
H -0.331 -2.180 -0.302
H -0.221 -2.688 1.396
H -1.787 -2.178 0.745
*
```

=====

P takes first place; second place is 81.5 kJ/mol up.